[1]
Entry from the OMol25 dataset: a structure of composition C17H12BrCoIN2O2S (ωB97M-V/def2-TZVPD).

Last column: Mulliken charge in e.
Atoms and positions in Å:
Co1 -0.64 0.20 0.55  -0.085
S1 -0.06 0.17 -1.57  -0.236
C1 -1.39 1.29 -1.57  0.915
C2 -2.01 1.97 -2.62  -0.912
C3 -3.08 2.78 -2.29  -0.039
C4 -3.50 2.90 -0.97  -0.841
C5 -2.84 2.20 0.01  -0.035
N1 -1.80 1.42 -0.31  0.205
H1 -1.67 1.84 -3.63  0.429
H2 -3.59 3.32 -3.08  0.410
H3 -4.35 3.52 -0.71  0.421
H4 -3.13 2.24 1.05  0.344
I1 -1.21 0.76 3.25  0.116
C6 0.27 1.97 2.42  0.535
C7 0.95 2.95 3.11  -0.569
C8 1.93 3.65 2.41  -0.154
C9 2.17 3.35 1.08  -0.821
C10 1.43 2.36 0.47  -0.070
N2 0.49 1.68 1.14  0.157
H5 0.74 3.15 4.15  0.440
H6 2.49 4.43 2.91  0.412
H7 2.92 3.88 0.51  0.423
H8 1.58 2.07 -0.56  0.479
Br1 4.06 -6.00 -0.78  -0.158
C11 2.52 -4.92 -0.59  0.120
C12 1.44 -5.13 -1.43  -0.485
C13 0.31 -4.34 -1.29  -0.431
C14 0.27 -3.34 -0.32  0.395
C15 1.37 -3.15 0.52  -0.223
C16 2.49 -3.94 0.39  -0.632
C17 -0.95 -2.51 -0.24  0.269
O1 -1.93 -2.67 -0.91  -0.578
O2 -0.91 -1.52 0.70  -0.580
H9 1.48 -5.91 -2.18  0.434
H10 -0.55 -4.48 -1.93  0.473
H11 1.33 -2.40 1.29  0.445
H12 3.34 -3.81 1.04  0.427

Kohn-Sham gap (alpha / beta): 6.62 / 6.63 eV
charge: +1
energy relative to the best compared isomer or geometry (same formula, charge and spin): 0.092 eV
LUMO (alpha / beta): -4.65 / -4.64 eV
HOMO level (alpha / beta): -11.264 / -11.264 eV

---

[2]
Entry from the OMol25 dataset: a structure of composition C27H42ClN6OPdS (ωB97M-V/def2-TZVPD).

Last column: Löwdin spin population.
Atoms and positions in Å:
Pd1 0.66 0.05 0.51  1.131
C1 3.76 -0.01 -1.15  0.006
N1 3.94 -0.95 -0.06  0.010
C2 4.97 -0.60 0.91  0.001
C3 2.97 -1.86 0.21  0.021
N2 1.77 -1.67 -0.29  0.064
C4 0.92 -2.76 -0.53  0.005
C5 1.38 -3.96 -1.08  0.001
C6 0.53 -5.02 -1.30  0.002
C7 -0.82 -4.91 -0.96  0.000
C8 -1.29 -3.71 -0.45  0.003
C9 -0.45 -2.62 -0.27  0.005
N3 -0.90 -1.38 0.24  0.097
C10 -2.12 -0.95 -0.06  0.013
N4 -2.80 -0.22 0.84  0.008
C11 -3.71 0.85 0.46  0.001
C12 -2.38 -0.20 2.24  0.001
N5 -2.71 -1.17 -1.26  0.011
C13 -4.13 -1.48 -1.38  0.001
C14 -1.92 -1.37 -2.47  0.001
N6 3.30 -2.89 1.04  0.012
C15 2.31 -3.53 1.89  0.001
C16 4.58 -3.58 0.95  0.001
H1 3.18 -0.47 -1.94  0.000
H2 4.73 0.29 -1.52  0.000
H3 3.23 0.89 -0.81  0.005
H4 4.92 0.47 1.11  0.000
H5 5.97 -0.83 0.53  0.000
H6 4.81 -1.13 1.84  0.000
H7 2.43 -4.04 -1.34  0.000
H8 0.91 -5.94 -1.72  0.000
H9 -1.49 -5.74 -1.09  0.000
H10 -2.34 -3.62 -0.18  0.000
H11 -3.65 1.02 -0.62  0.000
H12 -3.40 1.76 0.96  0.000
H13 -4.74 0.62 0.73  0.000
H14 -1.88 -1.13 2.48  0.000
H15 -3.26 -0.08 2.87  0.000
H16 -1.69 0.63 2.43  0.000
H17 -4.59 -1.51 -0.40  0.000
H18 -4.24 -2.46 -1.85  0.000
H19 -4.65 -0.74 -2.00  0.001
H20 -0.92 -0.99 -2.32  0.000
H21 -2.40 -0.83 -3.29  0.000
H22 -1.86 -2.43 -2.73  0.000
H23 1.44 -2.87 2.00  0.000
H24 2.75 -3.70 2.87  0.000
H25 1.97 -4.48 1.48  0.000
H26 5.19 -3.14 0.16  0.000
H27 4.40 -4.63 0.71  0.000
H28 5.13 -3.53 1.89  0.000
Cl1 -2.21 1.62 6.60  0.020
C17 -1.01 1.25 5.40  0.062
C18 -0.63 -0.07 5.19  -0.010
C19 0.31 -0.36 4.22  0.056
C20 0.88 0.65 3.43  0.024
C21 1.80 0.32 2.35  0.297
C22 0.50 1.97 3.69  0.056
C23 -0.44 2.28 4.66  -0.010
H29 -1.07 -0.85 5.79  -0.002
H30 0.60 -1.39 4.05  0.002
H31 2.44 1.15 2.02  0.032
H32 2.35 -0.60 2.49  0.015
H33 0.97 2.78 3.14  0.002
H34 -0.72 3.30 4.87  -0.002
O1 -0.68 1.93 0.30  0.040
S1 -0.14 3.33 0.54  0.007
C24 -0.59 4.27 -0.96  0.003
C25 -1.62 5.33 -0.57  0.000
C26 -2.43 4.73 0.57  0.000
C27 -1.39 4.18 1.54  0.001
H35 -1.01 3.50 -1.61  0.000
H36 0.32 4.67 -1.41  0.000
H37 -2.24 5.60 -1.43  0.000
H38 -1.12 6.24 -0.24  0.000
H39 -3.07 3.93 0.20  0.000
H40 -3.07 5.47 1.06  0.000
H41 -1.75 3.45 2.27  0.000
H42 -0.87 4.98 2.06  0.000

Kohn-Sham gap (alpha / beta): 7.37 / 6.68 eV
⟨S²⟩: 2.019
charge: +1
energy relative to the best compared isomer or geometry (same formula, charge and spin): 0.000 eV
LUMO (alpha / beta): -1.83 / -3.31 eV
HOMO level (alpha / beta): -9.204 / -9.987 eV
multiplicity: 3

---

[3]
Entry from the OMol25 dataset: a cluster of 4 separate species, C29H28NO14 in total at a distorted geometry (ωB97M-V/def2-TZVPD).

Last column: Mulliken charge in e.
Atoms and positions in Å:
C1 3.23 -6.45 0.33  -0.978
C2 3.97 -5.13 0.01  -0.351
C3 4.03 -4.79 -1.49  -0.961
C4 2.83 -3.92 -1.95  0.236
C5 3.20 -2.45 -1.70  -1.388
O1 1.70 -4.31 -1.12  -0.145
C6 0.51 -3.97 -1.60  -0.038
O2 0.16 -4.01 -2.73  -0.488
C7 -0.47 -3.57 -0.52  0.799
C8 -0.92 -2.26 -0.37  -0.377
C9 -1.80 -1.99 0.67  -0.538
N1 -2.17 -2.99 1.47  0.043
C10 -1.76 -4.26 1.36  -0.560
C11 -0.89 -4.59 0.35  -0.382
H1 3.82 -7.16 0.90  0.331
H2 2.32 -6.20 0.89  0.157
H3 2.87 -6.90 -0.60  0.294
H4 5.01 -5.23 0.35  0.448
H5 3.53 -4.29 0.55  0.204
H6 3.97 -5.73 -2.06  0.385
H7 4.94 -4.25 -1.71  0.397
H8 2.65 -4.03 -3.02  0.366
H9 2.46 -1.78 -2.15  0.324
H10 4.17 -2.28 -2.16  0.483
H11 3.30 -2.25 -0.63  0.290
H12 -0.56 -1.50 -1.04  0.638
H13 -2.13 -0.97 0.81  0.582
H14 -2.80 -2.77 2.24  0.190
H15 -2.09 -5.01 2.07  0.446
H16 -0.52 -5.60 0.23  0.539
C12 -1.18 -1.95 5.27  -0.876
C13 -0.26 -1.08 5.74  0.397
C14 -0.63 0.32 6.14  0.940
O3 0.24 1.04 6.58  -0.589
C15 -2.01 0.74 5.97  -0.935
C16 -2.92 -0.12 5.50  0.374
C17 -2.56 -1.53 5.13  0.869
O4 -3.43 -2.29 4.71  -0.702
O5 -4.20 0.21 5.33  -0.546
O6 1.01 -1.41 5.89  -0.562
H17 -0.92 -2.96 4.98  0.476
H18 -2.27 1.75 6.24  0.445
H19 -4.65 -0.58 4.98  0.351
H20 1.45 -0.61 6.25  0.376
C18 2.88 1.65 -1.04  -0.740
C19 1.87 1.08 -0.37  0.143
C20 0.50 1.69 -0.35  1.082
O7 -0.38 1.09 0.26  -0.604
C21 0.28 2.93 -1.05  -1.064
C22 1.30 3.52 -1.72  0.121
C23 2.67 2.89 -1.76  1.002
O8 3.53 3.46 -2.40  -0.592
O9 1.15 4.65 -2.37  -0.400
O10 2.00 -0.06 0.31  -0.526
H21 3.88 1.22 -1.06  0.494
H22 -0.71 3.37 -1.01  0.516
H23 2.03 4.85 -2.76  0.339
H24 1.13 -0.23 0.70  0.247
C24 -2.72 5.55 -3.99  -0.909
C25 -1.75 6.33 -3.50  0.101
C26 -2.00 7.77 -3.14  1.105
O11 -1.08 8.41 -2.68  -0.622
C27 -3.33 8.31 -3.36  -0.989
C28 -4.30 7.53 -3.86  0.357
C29 -4.06 6.08 -4.19  0.949
O12 -4.99 5.43 -4.62  -0.615
O13 -5.53 7.97 -4.08  -0.555
O14 -0.51 5.89 -3.30  -0.442
H25 -2.55 4.51 -4.26  0.442
H26 -3.49 9.35 -3.11  0.422
H27 -6.03 7.21 -4.44  0.362
H28 -0.02 6.66 -2.94  0.411

Kohn-Sham gap: 6.74 eV
charge: +1
LUMO: -4.35 eV
HOMO level: -11.093 eV

---

[4]
Entry from the OMol25 dataset: a cluster of 2 separate species, C8H15ClF2Si in total at a distorted geometry (ωB97M-V/def2-TZVPD).

Last column: Mulliken charge in e.
Atoms and positions in Å:
C1 2.18 2.68 0.02  -1.124
C2 1.37 2.00 1.11  -0.474
Si1 -0.04 0.94 0.26  0.311
F1 -1.14 2.17 0.08  -0.356
C3 -0.90 -0.36 1.33  -0.159
C4 0.00 -1.68 1.27  -1.017
C5 0.34 0.31 -1.44  -0.792
C6 1.54 -0.65 -1.79  -0.933
H1 1.98 3.73 -0.02  0.346
H2 3.18 2.61 0.23  0.321
H3 1.88 2.31 -0.98  0.191
H4 0.96 2.76 1.70  0.378
H5 2.05 1.39 1.84  0.339
H6 -0.97 -0.11 2.35  0.492
H7 -1.87 -0.72 0.75  -0.118
H8 0.44 -1.93 0.34  0.205
H9 0.93 -1.35 1.87  0.281
H10 -0.48 -2.61 1.63  0.318
H11 -0.55 -0.19 -1.89  0.354
H12 0.48 1.07 -2.11  0.593
H13 1.46 -1.00 -2.81  0.379
H14 2.57 -0.13 -1.57  0.211
H15 1.59 -1.55 -1.11  0.247
F2 -4.26 -3.91 1.04  -0.227
C7 -4.21 -2.92 0.20  0.349
C8 -4.31 -2.10 -0.70  0.017
Cl1 -4.23 -0.75 -1.59  -0.132

Kohn-Sham gap: 10.61 eV
charge: 0
SMILES: CC[Si](F)(CC)CC.FC#CCl
energy relative to the best compared isomer or geometry (same formula, charge and spin): 0.000 eV
LUMO: 0.58 eV
HOMO level: -10.036 eV

---

[5]
Entry from the OMol25 dataset: a structure of composition C16H17FN4SSn (ωB97M-V/def2-TZVPD).

Last column: Mulliken charge in e.
Atoms and positions in Å:
Sn1 -0.03 -0.52 0.45  0.733
C1 -4.91 2.91 2.80  -0.981
C2 -4.64 2.34 1.42  -0.421
N1 -4.23 0.93 1.47  -0.201
C3 -2.99 0.55 1.73  0.511
S1 -2.72 -1.23 1.63  -0.246
N2 -2.06 1.41 2.00  -0.632
N3 -0.75 0.96 2.02  0.241
C4 0.11 1.69 2.65  0.549
C5 -0.25 2.88 3.48  -1.288
C6 1.53 1.32 2.47  0.492
C7 2.55 1.90 3.20  -0.534
C8 3.86 1.53 2.95  -0.451
C9 4.12 0.60 1.96  -0.802
C10 3.05 0.06 1.26  -0.009
N4 1.79 0.41 1.51  -0.096
H1 -5.20 3.96 2.71  0.335
H2 -4.02 2.86 3.43  0.247
H3 -5.73 2.39 3.30  0.325
H4 -3.85 2.89 0.91  0.276
H5 -5.53 2.38 0.80  0.404
H6 -4.94 0.21 1.40  0.246
H7 -1.32 3.04 3.47  0.187
H8 0.26 3.76 3.09  0.403
H9 0.09 2.73 4.50  0.393
H10 2.33 2.64 3.96  0.380
H11 4.67 1.98 3.51  0.464
H12 5.13 0.29 1.72  0.424
H13 3.21 -0.67 0.47  0.445
F1 1.39 -6.08 3.46  -0.240
C11 1.13 -4.93 2.89  0.724
C12 1.54 -4.69 1.57  -0.811
C13 1.29 -3.47 0.98  -0.061
C14 0.62 -2.41 1.69  -0.525
C15 0.38 -2.89 2.84  1.277
C16 0.48 -3.95 3.66  -1.365
H14 2.03 -5.49 1.03  0.459
H15 1.57 -3.31 -0.06  0.460
H16 -2.30 -1.33 2.90  0.230
H17 0.19 -4.09 4.69  0.459

Kohn-Sham gap: 6.70 eV
charge: +2
energy relative to the best compared isomer or geometry (same formula, charge and spin): 2.219 eV
LUMO: -8.24 eV
HOMO level: -14.946 eV